This record from the OMol25 dataset describes a molecular structure, C25H28F6N4OPS2Tm in a non-equilibrium geometry. The level of theory is ωB97M-V/def2-TZVPD.

The total energy comes out at -111192.279 eV. The calculation puts the HOMO energy (spin up / spin down) at -7.70 / -7.70 eV. As for the expectation value of S²: 2.0019. The calculation puts the largest force on an atom at 1.9 eV/A.

ORCA input file:
```
! RIJCOSX wB97M-V def2-TZVPD def2/J DEFGRID3
* xyz 0 3
Tm -0.409 -0.089 0.123
C 3.070 2.550 -3.372
C 1.716 1.892 -3.320
C 1.599 0.511 -3.314
C 0.353 -0.113 -3.271
C 0.242 -1.605 -3.458
C -0.783 0.689 -3.187
C -0.694 2.081 -3.174
C -1.931 2.923 -3.009
C 0.558 2.665 -3.258
H 3.268 2.957 -4.367
H 3.862 1.839 -3.141
H 3.135 3.375 -2.661
H 2.492 -0.103 -3.340
H 0.011 -1.828 -4.502
H -0.553 -2.044 -2.855
H 1.182 -2.100 -3.209
H -1.766 0.231 -3.204
H -2.835 2.320 -3.094
H -1.973 3.719 -3.754
H -1.942 3.395 -2.021
H 0.641 3.748 -3.230
O -1.445 1.194 1.765
N -1.603 2.496 1.645
C -2.664 3.044 2.282
C -2.896 4.390 2.237
C -2.010 5.193 1.518
C -0.944 4.616 0.874
C -0.719 3.231 0.920
S 0.594 2.448 0.122
H -3.277 2.322 2.798
H -3.756 4.795 2.749
H -2.165 6.262 1.459
H -0.244 5.208 0.302
C 2.588 -1.126 6.181
C 1.934 -0.834 4.859
C 0.658 -1.289 4.562
C 0.096 -0.978 3.336
N 0.725 -0.267 2.402
C 1.958 0.164 2.677
C 2.581 -0.083 3.883
H 2.035 -1.878 6.742
H 2.640 -0.225 6.795
H 3.608 -1.484 6.035
H 0.099 -1.882 5.273
H -0.910 -1.305 3.097
H 2.446 0.737 1.902
H 3.581 0.300 4.051
C 1.805 -6.057 -1.346
C 1.148 -4.798 -0.866
C -0.213 -4.771 -0.535
C -0.720 -3.569 -0.119
N 0.052 -2.483 -0.023
C 1.353 -2.567 -0.397
S 2.235 -1.089 -0.341
N 1.917 -3.721 -0.806
H 1.320 -6.947 -0.948
H 2.858 -6.050 -1.073
H 1.745 -6.104 -2.436
H -0.836 -5.651 -0.597
H -1.760 -3.453 0.157
F -2.465 0.692 -0.570
P -3.384 -0.698 -0.376
F -4.273 -0.289 -1.608
F -2.251 -1.370 -1.340
F -4.286 0.047 0.672
F -2.298 -1.096 0.874
F -4.096 -2.089 -0.171
*
```